No. 1
{
  "formula": "C23H42BBrN2O10S4",
  "method": "ωB97M-V/def2-TZVPD",
  "elements": ["C", "C", "Br", "C", "C", "C", "N", "C", "C", "N", "B", "O", "O", "H", "H", "H", "H", "H", "H", "H", "H", "H", "H", "O", "S", "O", "C", "C", "C", "C", "H", "H", "H", "H", "H", "H", "H", "H", "O", "S", "O", "C", "C", "C", "C", "H", "H", "H", "H", "H", "H", "H", "H", "O", "S", "O", "C", "C", "C", "C", "H", "H", "H", "H", "H", "H", "H", "H", "O", "S", "O", "C", "C", "C", "C", "H", "H", "H", "H", "H", "H", "H", "H"],
  "positions_angstrom": [[-0.88273, -0.39357, 0.11646], [-1.10159, 1.20844, 0.28383], [-1.44525, 1.93285, -1.55017], [-2.36767, 1.49679, 1.23850], [-2.01267, 2.21462, 2.64027], [-1.12785, 3.56645, 2.45432], [-0.50564, 4.59708, 2.36494], [-1.39917, 1.23749, 3.76848], [-0.02620, 0.52806, 3.36810], [1.07374, 0.13405, 3.02680], [-1.05710, 2.21040, 5.07023], [-2.14155, 2.85657, 5.79127], [0.33679, 2.38829, 5.40807], [-0.34781, -0.60702, -0.89104], [-0.18555, -0.83285, 0.93718], [-1.87579, -0.96827, 0.15374], [-0.13433, 1.70403, 0.68382], [-3.04837, 2.24150, 0.65844], [-3.03003, 0.55363, 1.39265], [-3.02712, 2.59469, 3.06547], [-2.19283, 0.47476, 4.08443], [-2.61036, 3.40484, 5.12007], [0.49883, 3.27186, 5.81329], [-2.24129, 2.15286, -4.20528], [-2.08139, 0.82911, -4.76765], [-2.64930, -0.34717, -4.14644], [-2.58371, 0.87689, -6.47825], [-1.31687, 1.25804, -7.23144], [-0.19340, 0.43575, -6.59738], [-0.34205, 0.54949, -5.07944], [-3.39277, 1.59433, -6.60937], [-2.91969, -0.12360, -6.75547], [-1.41135, 1.05874, -8.30107], [-1.11080, 2.32594, -7.10263], [-0.29360, -0.61204, -6.90002], [0.79174, 0.77806, -6.92352], [-0.02620, -0.36429, -4.57420], [0.21338, 1.40300, -4.68572], [1.50218, -3.24983, 7.33221], [2.82750, -2.68260, 7.21614], [4.02312, -3.49801, 7.26436], [2.88226, -1.66522, 5.75352], [2.42923, -0.29278, 6.23186], [3.13565, -0.06574, 7.56934], [2.97896, -1.34420, 8.39402], [2.23635, -2.08599, 4.98268], [3.91801, -1.63873, 5.40453], [2.67430, 0.48568, 5.50654], [1.34416, -0.28678, 6.38140], [4.19841, 0.12972, 7.39120], [2.72815, 0.79827, 8.10025], [3.84586, -1.52033, 9.03254], [2.07025, -1.32167, 8.99872], [7.99328, -1.20170, 4.22706], [6.89556, -2.13903, 4.16393], [5.53726, -1.76028, 4.48740], [6.90948, -2.91929, 2.55996], [7.81910, -4.12749, 2.73760], [7.43552, -4.74084, 4.08569], [7.33746, -3.59868, 5.09824], [7.26893, -2.21734, 1.80759], [5.88678, -3.22718, 2.32956], [7.70219, -4.84132, 1.91920], [8.86640, -3.80819, 2.76154], [6.46404, -5.23834, 3.99626], [8.15981, -5.49245, 4.40855], [6.57108, -3.79231, 5.85101], [8.29696, -3.41106, 5.58396], [-4.76696, 2.70502, -8.68709], [-5.44245, 1.45227, -8.43588], [-4.72281, 0.21590, -8.21785], [-6.59535, 1.69038, -7.09565], [-7.87739, 2.14686, -7.77902], [-8.03064, 1.25480, -9.01219], [-6.67131, 1.20110, -9.71153], [-6.20050, 2.42176, -6.39021], [-6.73509, 0.72661, -6.60027], [-8.73799, 2.06712, -7.11136], [-7.78502, 3.19308, -8.08908], [-8.32378, 0.24729, -8.69865], [-8.80604, 1.62657, -9.68619], [-6.50317, 0.23569, -10.19077], [-6.56636, 2.00349, -10.44432]],
  "atomic_forces_ev_per_a": [[0.869, -0.100, -0.139], [0.260, -1.444, 0.887], [0.188, -0.269, 1.339], [-0.376, 1.225, -0.813], [-0.249, 0.531, -0.273], [1.478, 2.340, -0.185], [-3.187, -5.289, 0.500], [1.419, 0.001, 0.330], [3.510, -0.726, -1.643], [-6.374, 2.101, 2.058], [1.110, 0.565, 1.060], [1.928, -0.237, -2.244], [-3.034, 0.592, -0.480], [-1.065, 0.361, 1.710], [-1.309, 0.980, -1.249], [1.418, 0.998, -0.232], [-1.730, -0.776, -0.737], [1.142, -1.223, 1.104], [1.420, 1.551, 0.038], [1.766, -0.621, -0.644], [1.217, 0.923, -0.759], [0.027, -0.545, 0.870], [-0.287, -1.002, -0.080], [-0.213, -0.156, -0.148], [-0.154, -0.356, -0.327], [-0.019, 0.451, 0.187], [0.118, 0.061, -0.213], [0.077, 0.170, -0.080], [0.091, -0.120, -0.197], [0.649, -0.105, -0.008], [0.162, -0.099, 0.231], [0.001, 0.162, 0.141], [-0.053, 0.041, 0.114], [-0.063, -0.075, -0.038], [-0.007, 0.100, 0.030], [-0.088, -0.054, 0.060], [-0.144, 0.176, 0.123], [-0.164, -0.057, 0.053], [0.282, -0.250, 0.163], [0.134, 0.241, -0.567], [-0.336, -0.253, 0.148], [-0.006, 0.276, -0.216], [-0.151, 0.090, 0.002], [0.120, 0.208, -0.052], [0.108, 0.409, 0.517], [0.043, -0.115, 0.134], [-0.432, -0.074, 0.213], [-0.086, -0.125, 0.039], [0.072, 0.049, -0.057], [-0.105, -0.039, -0.009], [0.051, -0.094, -0.018], [-0.159, -0.179, -0.049], [0.060, -0.142, -0.105], [-0.405, 0.033, 0.075], [0.055, -0.111, -0.041], [0.722, 0.318, -0.218], [0.031, -0.210, -0.469], [0.181, -0.083, -0.011], [-0.064, -0.240, -0.064], [0.063, -0.492, 0.406], [-0.098, 0.097, 0.171], [0.058, 0.094, 0.071], [0.018, 0.092, 0.060], [-0.097, 0.002, -0.050], [0.091, 0.062, 0.017], [-0.095, 0.084, -0.005], [0.036, 0.232, -0.033], [-0.113, 0.142, -0.091], [0.191, -0.373, 0.068], [-0.205, -0.236, 0.038], [-0.042, 0.404, -0.363], [-0.323, 0.111, 0.365], [-0.108, 0.161, -0.057], [-0.246, -0.109, 0.021], [-0.394, -0.108, -0.478], [0.151, -0.104, -0.092], [0.105, 0.063, -0.061], [0.104, 0.026, -0.049], [0.004, -0.077, 0.078], [0.037, 0.100, -0.023], [0.097, -0.062, 0.054], [0.190, 0.155, 0.059], [0.126, -0.050, 0.132]],
  "total_charge": 0,
  "multiplicity": 1,
  "smiles": "C[C@@H](Br)C[C@H](C#N)[C@@H](C#N)B(O)O.O=S1(=O)CCCC1.O=S1(=O)CCCC1.O=S1(=O)CCCC1.O=S1(=O)CCCC1",
  "e_tot_ev": -162045.6003,
  "lumo_ev": 0.13
}

***

No. 2
{
  "formula": "C23H42BrN5O6S",
  "method": "ωB97M-V/def2-TZVPD",
  "elements": ["N", "C", "C", "C", "C", "C", "C", "C", "O", "O", "C", "C", "N", "S", "N", "C", "C", "Br", "H", "H", "H", "H", "H", "H", "H", "H", "H", "H", "H", "H", "C", "O", "C", "C", "N", "C", "C", "O", "C", "H", "H", "H", "H", "H", "H", "H", "H", "H", "H", "H", "H", "H", "H", "H", "C", "O", "C", "C", "N", "C", "C", "O", "C", "H", "H", "H", "H", "H", "H", "H", "H", "H", "H", "H", "H", "H", "H", "H"],
  "positions_angstrom": [[-3.04565, -2.07828, -9.31523], [-2.01518, -2.20244, -8.21022], [-2.73246, -1.83558, -6.82138], [-3.33225, -0.36769, -6.58061], [-3.11997, 0.67260, -7.77283], [-3.10732, 2.22060, -7.33601], [-2.21727, 2.55776, -6.03492], [-3.02825, 3.67343, -5.19536], [-2.63906, 4.88211, -5.21746], [-4.20250, 3.40788, -4.42017], [-4.04501, -0.08031, -5.24296], [-4.15134, -1.19271, -4.11305], [-4.79523, -0.93943, -2.83158], [-4.57778, -2.46599, -2.04229], [-3.74154, -3.45625, -3.18347], [-3.53779, -2.62909, -4.34668], [-2.83562, -2.91523, -5.72046], [-2.11395, -4.77167, -5.94981], [-2.58304, -1.81391, -10.20125], [-3.55139, -2.96903, -9.41114], [-1.49931, -3.22677, -8.20818], [-1.18022, -1.42679, -8.41802], [-2.19097, 0.47507, -8.40924], [-4.02478, 0.54365, -8.48636], [-2.62346, 2.80005, -8.21623], [-4.15952, 2.67804, -7.21694], [-1.23288, 3.06832, -6.36741], [-1.90649, 1.65232, -5.41270], [-4.96827, 3.17104, -4.99004], [-4.51118, 0.93620, -5.03309], [-1.56428, 0.99086, 3.24067], [-0.28761, 0.53409, 2.82460], [0.07477, -0.73154, 3.38389], [0.06771, -1.82082, 2.30770], [-1.29563, -2.13492, 1.87624], [-1.35567, -2.97043, 0.67374], [-0.76598, -2.39575, -0.62450], [-1.48722, -1.28873, -1.15548], [-1.15692, -0.03565, -0.57503], [-1.67226, 2.02899, 2.92025], [-2.36098, 0.40773, 2.76942], [-1.66659, 0.95036, 4.32858], [-0.56098, -1.00389, 4.23668], [1.09634, -0.62405, 3.75792], [0.53728, -2.72406, 2.70986], [0.67580, -1.45884, 1.47246], [-1.79098, -1.27117, 1.69112], [-2.41785, -3.17416, 0.49501], [-0.88128, -3.93303, 0.88828], [-0.83574, -3.18259, -1.38281], [0.30145, -2.16006, -0.53902], [-0.10606, 0.02460, -0.28372], [-1.80859, 0.16763, 0.27566], [-1.34953, 0.74074, -1.32046], [5.53054, 3.65397, 5.56844], [6.25089, 2.43258, 5.61193], [6.69725, 2.08108, 6.92372], [5.91981, 0.87413, 7.45626], [4.53348, 1.22801, 7.76586], [3.67372, 0.07025, 8.02651], [3.46755, -0.93693, 6.88346], [2.72770, -0.42608, 5.77908], [3.49977, 0.31634, 4.84557], [5.39660, 3.92961, 4.52063], [4.53921, 3.53947, 6.01656], [6.07652, 4.45648, 6.07195], [6.64700, 2.93035, 7.61808], [7.74979, 1.79710, 6.82763], [6.40993, 0.50432, 8.36242], [5.96992, 0.09080, 6.69334], [4.14369, 1.74797, 6.98908], [2.69078, 0.47322, 8.29614], [4.05065, -0.45858, 8.90737], [2.86525, -1.75788, 7.28585], [4.40484, -1.39472, 6.54570], [4.52039, -0.06139, 4.75395], [3.49827, 1.37278, 5.11630], [3.01688, 0.23390, 3.86820]],
  "atomic_forces_ev_per_a": [[1.037, -0.215, 0.493], [-0.079, 0.718, 0.180], [-0.596, -1.532, 3.179], [-0.583, -1.864, 3.063], [-1.355, 0.398, 0.272], [0.567, 0.214, -0.364], [-0.108, 0.868, 0.130], [1.454, 4.211, -0.207], [-1.466, -5.256, 0.149], [1.119, -0.383, -1.643], [1.732, -2.413, -2.053], [-0.025, 0.622, -0.392], [2.970, -4.115, -3.436], [1.021, 0.705, -3.050], [-0.568, 4.172, -2.080], [-0.956, 1.400, 1.270], [-0.841, 2.998, -0.657], [-0.759, 2.003, 0.206], [-0.471, -0.555, 0.734], [0.435, 0.653, -0.136], [-0.895, 1.495, 0.415], [-1.395, -1.199, 0.449], [-1.252, -0.014, 1.243], [1.571, 0.067, 1.065], [-0.968, -0.918, 1.432], [1.488, -1.026, -0.171], [-1.797, -0.685, 0.678], [-0.902, 1.183, -0.775], [0.832, 0.089, 0.368], [0.851, -1.608, -0.282], [0.197, 0.112, -0.239], [-0.312, -0.122, 0.333], [0.419, -0.209, -0.385], [-0.480, 0.378, 0.258], [0.314, -0.104, -0.079], [-0.260, 0.379, 0.005], [-0.242, -0.374, -0.148], [0.377, -0.092, 0.189], [-0.343, 0.036, -0.360], [0.095, -0.087, -0.004], [-0.142, -0.018, 0.163], [-0.051, -0.051, -0.010], [-0.040, 0.082, -0.219], [-0.123, -0.083, 0.053], [-0.039, 0.002, -0.029], [0.234, 0.017, 0.055], [0.057, -0.073, 0.040], [0.131, -0.056, -0.093], [0.082, 0.046, -0.016], [-0.065, 0.061, 0.012], [-0.057, 0.153, 0.123], [-0.028, -0.069, 0.122], [0.166, 0.147, 0.174], [0.005, -0.126, -0.004], [0.016, -0.217, -0.228], [-0.050, 0.342, 0.342], [0.058, -0.543, -0.067], [-0.179, 0.585, -0.152], [0.215, -0.270, -0.001], [-0.174, 0.316, -0.282], [-0.312, -0.103, 0.297], [0.435, -0.113, 0.078], [-0.434, -0.023, -0.074], [0.068, -0.097, 0.066], [-0.016, 0.188, 0.104], [-0.057, 0.003, 0.046], [-0.174, -0.095, -0.148], [-0.033, 0.008, 0.033], [-0.053, -0.002, -0.007], [0.227, -0.081, -0.025], [0.055, -0.034, 0.079], [0.053, -0.163, -0.015], [0.067, -0.040, -0.063], [-0.019, 0.070, -0.040], [0.042, 0.181, -0.077], [0.034, 0.066, 0.115], [0.249, 0.084, -0.100], [0.026, -0.027, 0.099]],
  "total_charge": 0,
  "multiplicity": 1,
  "smiles": "NCc1c(CCCC(=O)O)cc2nsnc2c1Br.COCCNCCOC.COCCNCCOC",
  "e_tot_ev": -125136.3609,
  "lumo_ev": -1.21
}

***

Results for strongest force on any atom: 7.0 6.1 (in eV/A, following the order of the records).